Entry 1:
Entry from the Open Molecules 2025 dataset: a 3-piece molecular cluster, C38H71O4P overall (ωB97M-V/def2-TZVPD).

```
114
Properties=species:S:1:pos:R:3:mulliken_charge:R:1
C 9.469 -2.139 0.798 -1.150
C 8.937 -2.939 -0.390 -0.373
C 9.187 -2.292 -1.764 -0.833
C 8.984 -0.781 -1.827 -0.690
C 7.528 -0.353 -1.625 -0.469
C 7.265 1.105 -2.042 -0.771
C 6.253 1.838 -1.160 -0.640
C 5.572 3.009 -1.873 -0.730
C 4.750 3.919 -0.933 -0.801
C 3.282 4.141 -1.345 -0.767
C 2.281 3.729 -0.266 -0.850
C 0.827 3.856 -0.728 0.432
C -0.158 4.215 0.387 -1.325
C -0.168 3.269 1.600 -0.794
C -1.156 2.092 1.538 -0.292
C -1.326 1.464 0.166 -0.513
O -2.230 0.386 0.309 -0.247
C -2.570 -0.378 -0.850 2.189
C -3.530 0.469 -1.723 -0.669
O -3.490 0.159 -3.102 -0.338
C -4.653 -0.461 -3.602 -0.662
C -3.371 -1.560 -0.288 -1.801
C -2.607 -2.650 0.425 0.174
C -2.676 -3.964 -0.026 -0.303
C -1.975 -4.981 0.604 -1.039
C -1.179 -4.718 1.716 1.147
C -0.414 -5.824 2.396 -1.429
C -1.125 -3.407 2.179 -1.066
C -1.827 -2.390 1.551 -0.092
P -1.013 -1.024 -1.706 -0.228
C -1.706 -2.234 -2.917 -0.895
C -0.513 0.345 -2.862 -0.489
C 1.018 0.496 -2.883 -1.027
H 8.915 -1.207 0.928 0.239
H 10.518 -1.864 0.645 0.286
H 9.402 -2.715 1.723 0.380
H 9.406 -3.927 -0.384 0.371
H 7.865 -3.118 -0.256 0.268
H 10.194 -2.555 -2.101 0.338
H 8.492 -2.741 -2.483 0.327
H 9.613 -0.266 -1.094 0.323
H 9.307 -0.427 -2.813 0.411
H 7.238 -0.479 -0.577 0.311
H 6.894 -1.017 -2.223 0.296
H 8.216 1.650 -2.049 0.389
H 6.901 1.120 -3.076 0.370
H 5.482 1.127 -0.844 0.328
H 6.749 2.218 -0.261 0.307
H 4.923 2.606 -2.658 0.361
H 6.339 3.594 -2.390 0.342
H 4.780 3.492 0.074 0.487
H 5.247 4.889 -0.875 0.380
H 3.059 3.574 -2.255 0.315
H 3.113 5.194 -1.587 0.348
H 2.500 2.695 0.028 0.398
H 2.441 4.333 0.636 0.499
H 0.505 2.930 -1.212 -0.758
H 0.768 4.632 -1.500 0.589
H -1.167 4.286 -0.031 0.444
H 0.085 5.223 0.744 0.484
H 0.830 2.875 1.803 0.446
H -0.430 3.869 2.476 0.299
H -0.768 1.287 2.173 0.003
H -2.132 2.354 1.954 0.211
H -0.350 1.103 -0.189 0.187
H -1.700 2.189 -0.566 0.233
H -3.285 1.527 -1.610 0.173
H -4.553 0.335 -1.344 0.203
H -4.770 -1.489 -3.234 0.203
H -4.563 -0.490 -4.689 0.328
H -5.554 0.103 -3.337 0.308
H -4.087 -1.105 0.405 0.249
H -3.945 -2.009 -1.098 0.444
H -3.288 -4.195 -0.892 0.349
H -2.046 -5.996 0.225 0.366
H 0.295 -5.417 3.118 0.349
H 0.155 -6.405 1.666 0.353
H -1.085 -6.512 2.915 0.291
H -0.516 -3.168 3.045 0.301
H -1.757 -1.377 1.932 0.567
H -2.641 -2.668 -2.561 0.190
H -0.990 -3.047 -3.040 0.360
H -1.909 -1.762 -3.877 0.341
H -0.855 0.081 -3.865 0.554
H -1.004 1.281 -2.596 0.294
H 1.497 -0.485 -2.809 0.395
H 1.384 1.082 -2.038 0.046
H 1.356 0.958 -3.812 0.382
C -4.472 1.838 4.708 -0.183
C -3.701 0.868 5.602 -0.604
C -2.269 1.348 5.402 -0.022
O -2.347 2.755 5.172 -0.430
C -3.702 3.134 4.929 -0.457
H -5.526 1.929 4.965 0.363
H -4.397 1.526 3.663 -0.055
H -4.002 0.990 6.644 0.277
H -3.832 -0.177 5.327 0.345
H -1.815 0.871 4.527 -0.113
H -1.630 1.165 6.267 0.323
H -4.083 3.680 5.799 0.324
H -3.729 3.801 4.066 0.287
C -8.439 -1.144 0.674 -0.642
C -8.802 -2.342 -0.202 -0.620
C -7.768 -2.231 -1.314 -0.521
O -6.604 -1.656 -0.718 -0.206
C -6.919 -1.147 0.580 -0.339
H -8.795 -1.228 1.700 0.355
H -8.845 -0.225 0.245 0.291
H -8.664 -3.271 0.354 0.272
H -9.825 -2.317 -0.576 0.341
H -8.119 -1.575 -2.119 0.305
H -7.499 -3.195 -1.747 0.276
H -6.475 -1.802 1.338 0.258
H -6.480 -0.153 0.684 0.257
```

SMILES: CCCCCCCCCCCCCCCCO[C@](COC)(Cc1ccc(C)cc1)P(C)CC.C1CCOC1.C1CCOC1
LUMO level in eV: 0.65

***

Entry 2:
Entry from the Open Molecules 2025 dataset: C38H74Br2FN4O4S as an isolated structure at a distorted geometry (ωB97M-V/def2-TZVPD).

```
124
Properties=species:S:1:pos:R:3:mulliken_charge:R:1
C -5.665 6.055 0.920 -1.213
C -4.715 5.576 -0.192 -0.515
C -3.237 5.935 0.054 -0.439
C -2.736 5.562 1.452 -0.467
C -1.238 5.902 1.666 -0.581
C -0.399 5.032 0.726 -0.220
C 1.105 4.967 1.062 -1.027
C 1.445 4.806 2.558 -1.013
C 0.609 3.758 3.302 -0.353
C 1.260 2.358 3.370 -1.012
C 0.263 1.382 4.037 -0.868
C -0.315 0.342 3.077 -0.711
C -1.117 0.959 1.909 1.058
N -0.824 0.289 0.638 0.252
C -1.544 -0.624 0.041 -1.215
N -2.722 -1.081 0.591 1.083
C -2.615 -1.882 1.809 -1.036
Br -3.724 -0.977 3.203 0.015
C -3.063 -3.373 1.713 0.267
C -2.264 -4.129 2.808 -1.284
Br -4.953 -3.722 2.145 0.013
C -3.652 -1.581 -0.433 -1.601
C -3.063 -2.549 -1.481 -0.275
S -4.034 -2.290 -3.011 -0.117
C -1.496 -2.355 -1.650 1.228
C -0.716 -3.365 -0.802 -2.416
N -1.243 -2.529 -3.066 -0.051
C -0.309 -3.299 -3.496 0.357
C 1.156 -2.908 -3.591 -0.991
C -0.621 -4.682 -4.027 -1.410
N -1.023 -1.004 -1.209 1.093
C -1.276 0.075 -2.213 -0.385
C 0.015 0.359 -3.012 -0.507
F -0.063 -0.054 -4.324 -0.386
H -6.690 5.870 0.587 0.391
H -5.541 7.125 1.088 0.294
H -5.534 5.478 1.836 0.285
H -5.014 6.112 -1.099 0.376
H -4.877 4.509 -0.369 0.279
H -3.144 7.018 -0.084 0.258
H -2.656 5.417 -0.711 0.226
H -2.818 4.466 1.531 0.025
H -3.374 5.996 2.222 0.485
H -1.015 5.754 2.722 0.255
H -1.137 6.969 1.442 0.464
H -0.796 4.010 0.678 -0.180
H -0.479 5.455 -0.277 0.572
H 1.535 5.925 0.747 0.454
H 1.611 4.221 0.441 0.358
H 1.280 5.772 3.043 0.405
H 2.520 4.621 2.634 0.373
H -0.415 3.658 2.937 0.426
H 0.524 4.098 4.342 0.234
H 2.206 2.405 3.908 0.606
H 1.484 2.064 2.333 0.252
H 0.843 0.831 4.784 0.235
H -0.497 1.931 4.598 0.524
H -0.871 -0.403 3.650 0.323
H 0.535 -0.189 2.629 0.300
H -2.182 1.063 2.100 0.321
H -0.730 1.974 1.794 -1.113
H 0.026 0.593 0.179 0.415
H -1.610 -1.868 2.220 0.680
H -2.811 -3.855 0.776 -0.021
H -2.813 -5.036 3.048 0.511
H -2.254 -3.543 3.730 0.318
H -1.245 -4.345 2.483 0.280
H -4.571 -1.980 -0.011 0.242
H -3.978 -0.699 -0.988 0.622
H -3.215 -3.606 -1.262 0.460
H -4.127 -0.944 -3.102 0.137
H -0.970 -4.399 -1.030 0.517
H 0.352 -3.163 -0.817 0.248
H -1.008 -3.207 0.244 0.376
H 1.752 -3.782 -3.854 0.489
H 1.477 -2.493 -2.634 0.163
H 1.250 -2.165 -4.387 0.262
H -0.339 -5.462 -3.317 0.228
H -0.039 -4.809 -4.947 0.511
H -1.664 -4.744 -4.333 0.349
H -1.492 1.013 -1.696 0.539
H -2.123 -0.110 -2.870 0.261
H 0.794 -0.249 -2.542 0.209
H 0.354 1.393 -2.908 0.316
C 2.032 -5.784 -0.338 -0.473
C 1.580 -7.058 -1.011 0.845
O 1.789 -7.250 -2.186 -0.550
C 0.858 -8.072 -0.159 -1.161
H 2.534 -5.150 -1.067 0.142
H 1.166 -5.252 0.060 -0.169
H 2.729 -6.011 0.470 0.496
H -0.055 -7.634 0.251 0.265
H 1.503 -8.403 0.655 0.354
H 0.592 -8.932 -0.770 0.330
C 3.141 1.634 -5.418 -1.053
C 2.429 2.806 -4.797 0.911
O 2.479 3.012 -3.602 -0.566
C 1.646 3.709 -5.715 -1.227
H 3.659 1.075 -4.641 0.209
H 2.419 0.974 -5.902 0.265
H 3.873 1.980 -6.149 0.502
H 0.863 3.140 -6.219 0.296
H 2.310 4.156 -6.456 0.377
H 1.184 4.504 -5.133 0.321
C 1.245 0.768 8.181 -0.856
C 2.685 1.024 7.809 0.864
O 2.996 1.398 6.701 -0.510
C 3.721 0.794 8.880 -1.180
H 0.608 0.973 7.322 0.100
H 1.115 -0.274 8.477 0.319
H 0.949 1.423 9.002 0.344
H 3.696 -0.247 9.206 0.321
H 3.530 1.449 9.731 0.332
H 4.708 1.014 8.481 0.314
C 4.544 -4.221 -5.397 -1.143
C 4.792 -2.733 -5.347 0.898
O 3.943 -1.940 -5.687 -0.522
C 6.143 -2.278 -4.855 -1.130
H 3.538 -4.408 -5.768 0.242
H 5.261 -4.697 -6.067 0.428
H 4.637 -4.650 -4.398 0.294
H 6.928 -2.670 -5.503 0.351
H 6.304 -2.623 -3.833 0.327
H 6.185 -1.191 -4.871 0.280
```

Total charge: +1
LUMO level in eV: -2.75

***

Entry 3:
Entry from the Open Molecules 2025 dataset: a 11-piece molecular cluster, C38H76Br6O16S8 overall at a distorted geometry (ωB97M-V/def2-TZVPD).

```
144
Properties=species:S:1:pos:R:3:mulliken_charge:R:1
C 3.056 17.585 36.101 -0.141
C 3.934 16.336 35.789 -0.033
C 5.382 16.803 35.634 -0.984
S 5.384 18.582 35.136 1.098
O 5.700 18.722 33.725 -0.522
O 5.966 19.290 36.246 -0.714
C 3.571 18.717 35.234 0.499
H 3.255 17.972 37.106 0.296
H 2.013 17.312 35.961 -0.197
H 3.632 16.026 34.784 -0.298
H 3.658 15.534 36.467 0.616
H 6.057 16.384 34.886 0.487
H 5.975 16.827 36.550 0.363
H 3.083 18.721 34.254 -0.919
H 3.358 19.752 35.520 0.307
C 0.079 21.229 32.279 -0.190
C 1.157 20.479 31.496 1.066
C 1.778 21.523 30.550 -1.568
S 0.565 22.925 30.341 1.257
O 0.128 23.156 28.993 -0.693
O 1.016 24.034 31.151 -0.676
C -0.699 21.987 31.234 -0.836
H 0.532 21.995 32.908 0.374
H -0.563 20.511 32.791 0.339
H 0.706 19.662 30.931 -0.334
H 1.906 20.021 32.142 -0.171
H 2.044 21.066 29.596 0.659
H 2.710 21.976 30.890 0.495
H -1.173 21.485 30.381 -0.071
H -1.549 22.591 31.558 0.702
C -0.984 17.723 31.318 0.412
C -0.142 16.531 30.944 1.020
C 0.868 16.297 32.123 -0.622
S 0.001 17.094 33.593 0.853
O 0.719 18.301 33.911 -0.109
O -0.311 16.002 34.511 -0.754
C -1.534 17.413 32.705 -0.525
H -1.849 17.838 30.668 0.913
H -0.464 18.671 31.463 -1.470
H 0.352 16.747 29.990 -0.660
H -0.715 15.645 30.668 0.476
H 1.838 16.774 32.033 -0.157
H 0.787 15.248 32.386 0.167
H -2.013 18.179 33.318 0.817
H -2.073 16.475 32.769 -1.036
C -3.040 17.900 25.822 -0.567
C -2.226 18.979 25.008 -0.589
C -1.216 19.572 25.996 -0.935
S -0.852 18.236 27.222 1.229
O -1.462 18.686 28.466 -0.655
O 0.517 17.753 27.260 -0.712
C -1.978 16.991 26.443 -0.831
H -3.643 17.402 25.058 0.410
H -3.788 18.257 26.528 0.149
H -2.812 19.635 24.375 0.396
H -1.610 18.355 24.355 0.300
H -1.522 20.454 26.553 0.434
H -0.256 19.801 25.530 0.366
H -2.308 16.452 27.328 0.449
H -1.355 16.487 25.710 0.447
C -3.871 11.685 32.693 -0.608
C -2.380 12.094 32.889 -0.394
C -2.419 13.324 33.776 -0.196
S -3.768 14.280 33.152 1.017
O -3.399 14.713 31.824 -0.553
O -4.152 15.221 34.202 -0.743
C -4.831 12.833 33.141 -0.722
H -4.153 10.874 33.362 0.289
H -4.036 11.379 31.662 0.344
H -1.827 12.309 31.977 0.092
H -1.896 11.257 33.391 0.383
H -1.551 13.988 33.819 -0.028
H -2.568 13.031 34.817 0.281
H -5.687 12.978 32.485 0.468
H -5.143 12.670 34.168 0.361
C 1.757 14.476 27.034 -0.396
C 2.440 13.099 27.127 -0.540
C 1.346 12.049 27.412 -0.873
S 0.224 12.792 28.624 1.205
O 0.711 12.549 29.959 -0.498
O -1.121 12.624 28.091 -0.774
C 0.807 14.513 28.206 0.889
H 1.194 14.569 26.105 0.362
H 2.510 15.260 27.070 0.210
H 3.230 13.066 27.876 0.071
H 2.873 12.810 26.168 0.452
H 1.719 11.129 27.858 0.450
H 0.715 11.941 26.534 0.379
H 1.202 14.867 29.160 -0.637
H -0.152 15.028 28.106 -0.286
C 3.784 18.284 28.750 -1.214
C 3.372 19.133 30.002 0.543
C 4.257 18.726 31.207 -0.057
S 4.993 17.103 30.758 1.043
O 4.809 16.151 31.836 -0.462
O 6.361 17.311 30.366 -0.727
C 3.923 16.884 29.328 0.016
H 4.651 18.692 28.233 0.425
H 2.984 18.307 28.009 0.325
H 2.321 18.950 30.214 -0.609
H 3.596 20.157 29.707 0.566
H 3.721 18.513 32.130 -0.818
H 5.107 19.378 31.384 0.817
H 3.024 16.602 29.888 -0.462
H 4.356 16.059 28.765 0.652
C 0.291 20.247 36.380 1.237
C 1.145 20.298 37.632 -0.524
C 0.658 21.508 38.453 -0.941
S 0.097 22.735 37.224 1.151
O 1.059 23.813 37.118 -0.679
O -1.296 23.050 37.449 -0.698
C 0.279 21.679 35.779 -0.858
H -0.733 19.920 36.565 0.489
H 0.755 19.581 35.652 -1.133
H 2.172 20.537 37.328 0.097
H 1.254 19.359 38.169 0.501
H 1.279 21.850 39.276 0.509
H -0.252 21.152 38.948 0.413
H 1.279 21.826 35.365 0.282
H -0.375 22.059 34.999 0.534
Br 3.114 13.706 32.832 -0.034
C 4.488 12.474 32.117 -0.598
C 3.981 11.829 30.865 -0.064
Br 5.303 10.852 29.819 -0.171
H 4.865 11.838 32.914 0.450
H 5.359 13.053 31.803 0.337
H 3.616 12.667 30.258 -0.250
H 3.029 11.299 30.929 0.376
Br -0.771 16.902 37.580 -0.102
C -0.965 14.943 37.633 -0.431
C -0.709 14.329 38.996 -0.580
Br -0.920 12.382 38.872 -0.192
H -0.220 14.615 36.915 0.204
H -1.962 14.736 37.262 0.392
H -1.445 14.614 39.742 0.387
H 0.267 14.551 39.417 0.398
Br -5.540 22.424 28.918 -0.130
C -4.698 21.274 30.245 -0.209
C -4.751 19.831 29.757 -0.264
Br -6.686 19.281 29.820 -0.126
H -5.330 21.386 31.121 0.481
H -3.710 21.668 30.464 -0.077
H -4.279 19.132 30.442 0.167
H -4.452 19.664 28.730 0.187
```

SMILES: O=S1(=O)CCCC1.O=S1(=O)CCCC1.O=S1(=O)CCCC1.O=S1(=O)CCCC1.O=S1(=O)CCCC1.O=S1(=O)CCCC1.O=S1(=O)CCCC1.O=S1(=O)CCCC1.BrCCBr.BrCCBr.BrCCBr
LUMO level in eV: -0.18